1.
{
  "formula": "C5H11N",
  "method": "ωB97M-V/def2-TZVPD",
  "elements": ["C", "C", "N", "C", "C", "C", "H", "H", "H", "H", "H", "H", "H", "H", "H", "H", "H"],
  "xyz": [[-1.87455, 1.08876, -0.31173], [-1.46068, -0.37622, -0.18790], [-0.05942, -0.57170, -0.54024], [0.65312, -1.55853, 0.25534], [0.90414, -0.10822, 0.44143], [2.14668, 0.56581, -0.08368], [-2.72795, 1.30312, 0.33848], [-1.05398, 1.74701, -0.00713], [-2.14961, 1.35321, -1.33557], [-1.66107, -0.72895, 0.83985], [-2.06269, -1.00037, -0.85912], [0.09381, -2.07420, 1.03805], [1.37470, -2.17823, -0.27323], [0.48595, 0.32573, 1.35451], [2.93582, 0.58368, 0.67621], [1.93485, 1.59846, -0.38336], [2.52090, 0.03065, -0.96190]],
  "relative_energy_ev": 1.1400,
  "gap_ev": 10.356,
  "largest_force_ev_per_a": 0.3
}

2.
{
  "formula": "C13H42N8O8",
  "method": "ωB97M-V/def2-TZVPD",
  "elements": ["C", "C", "O", "H", "H", "H", "H", "H", "H", "C", "C", "O", "H", "H", "H", "H", "H", "H", "C", "C", "O", "H", "H", "H", "H", "H", "H", "C", "O", "N", "N", "H", "H", "H", "H", "C", "O", "N", "N", "H", "H", "H", "H", "C", "O", "N", "N", "H", "H", "H", "H", "C", "O", "N", "N", "H", "H", "H", "H", "C", "C", "C", "O", "H", "H", "H", "H", "H", "H", "H", "H"],
  "xyz": [[-18.86743, -24.30825, -28.23450], [-17.73381, -23.85112, -27.32472], [-17.22608, -22.58259, -27.61555], [-19.82054, -23.82915, -28.01063], [-19.06277, -25.37250, -28.10291], [-18.64965, -24.07040, -29.27571], [-16.93496, -24.58174, -27.45173], [-17.98153, -23.80195, -26.26438], [-16.60015, -22.38564, -26.91481], [-15.49942, -21.24484, -23.23806], [-15.69381, -22.70083, -23.56772], [-15.48026, -22.94587, -24.93039], [-16.20385, -20.69097, -23.85862], [-14.48908, -20.94955, -23.52109], [-15.70094, -21.16326, -22.16996], [-16.72634, -22.94809, -23.32104], [-15.10157, -23.37573, -22.94976], [-14.77255, -23.57834, -25.07436], [-14.39493, -20.95467, -18.57122], [-14.21568, -22.06688, -17.51994], [-13.84418, -23.22538, -18.28450], [-15.07190, -21.30235, -19.35156], [-13.48690, -20.79112, -19.15160], [-14.87170, -20.11277, -18.06923], [-15.11788, -22.32968, -16.96760], [-13.52677, -21.96272, -16.68169], [-14.53908, -23.88134, -18.37630], [-17.68801, -26.42999, -22.79652], [-16.93669, -27.36206, -22.73543], [-18.80873, -26.55399, -23.39161], [-17.55915, -25.28453, -22.23947], [-18.91132, -27.33382, -24.02520], [-19.47976, -25.81661, -23.23010], [-18.24875, -24.57524, -22.44309], [-16.84533, -25.19237, -21.53090], [-19.58789, -22.21681, -22.62838], [-19.80826, -23.43924, -22.54357], [-19.29471, -21.60663, -23.72066], [-19.66668, -21.37553, -21.64072], [-19.24368, -20.59801, -23.70686], [-19.06072, -22.32013, -24.39613], [-19.60078, -20.38129, -21.80581], [-20.04119, -21.80145, -20.80499], [-14.72679, -26.22121, -25.36039], [-14.06080, -25.18799, -25.46195], [-15.99680, -26.26309, -25.52093], [-14.24038, -27.43887, -25.27226], [-16.41982, -25.42336, -25.88971], [-16.62457, -26.95351, -25.13449], [-14.94338, -28.16389, -25.25699], [-13.26311, -27.65966, -25.14459], [-10.56632, -25.49445, -24.79178], [-9.38780, -25.87073, -24.61055], [-11.47994, -25.31546, -23.90214], [-11.05357, -25.28617, -25.94694], [-11.23456, -25.60532, -22.96626], [-12.45390, -25.19802, -24.14240], [-12.02730, -25.01955, -25.97632], [-10.42543, -25.10949, -26.71787], [-14.79701, -18.26135, -25.53136], [-14.92186, -17.43730, -26.81173], [-15.79555, -17.93967, -27.96060], [-15.54808, -16.20599, -26.44673], [-13.77036, -18.60002, -25.39209], [-15.51332, -19.07563, -25.42203], [-15.16580, -17.65284, -24.70564], [-13.96002, -17.07291, -27.17252], [-16.20670, -17.18809, -28.63453], [-16.58196, -18.56054, -27.53145], [-15.07044, -18.39571, -28.63465], [-15.74089, -16.28591, -25.50969]],
  "total_charge": -1,
  "gap_ev": [2.250, 9.559],
  "largest_force_ev_per_a": 6.2,
  "s2": 0.75,
  "spin_multiplicity": 2
}

3.
{
  "formula": "C31H54CeN3OP2",
  "method": "ωB97M-V/def2-TZVPD",
  "elements": ["C", "C", "C", "C", "C", "H", "H", "H", "N", "P", "P", "C", "H", "H", "C", "H", "C", "C", "C", "C", "C", "H", "H", "H", "C", "H", "H", "H", "C", "H", "H", "H", "C", "H", "H", "H", "C", "H", "H", "H", "C", "H", "H", "H", "C", "H", "H", "H", "C", "H", "H", "H", "C", "H", "H", "H", "C", "H", "H", "H", "C", "H", "H", "H", "C", "H", "H", "H", "Ce", "C", "O", "N", "C", "C", "C", "C", "C", "H", "H", "H", "H", "H", "H", "H", "H", "H", "C", "C", "N", "H", "H", "H"],
  "xyz": [[2.04800, -1.13045, -1.75261], [2.84729, 0.95279, -0.88902], [3.12677, -1.21818, -2.58914], [3.94933, 0.84422, -1.69664], [4.09397, -0.24219, -2.55420], [3.18645, -2.09716, -3.24963], [4.69964, 1.63631, -1.66174], [4.97163, -0.30490, -3.19348], [1.93645, -0.06176, -0.92893], [0.29911, -2.59634, 0.01602], [0.99686, 2.47449, 0.68735], [0.93462, -2.18945, -1.70570], [0.07465, -1.82157, -2.29915], [1.28377, -3.11482, -2.18206], [2.56454, 2.12096, -0.05401], [3.29938, 2.92409, -0.12118], [0.02047, 3.48550, -0.59250], [1.20163, 3.32316, 2.29948], [-1.37025, -3.42392, -0.14739], [1.65893, -3.57251, 0.80061], [-1.49754, 3.44504, -0.25832], [-1.73275, 4.00413, 0.65209], [-2.04935, 3.91736, -1.08506], [-1.87048, 2.42626, -0.13475], [0.51667, 4.92741, -0.59818], [0.26387, 5.48446, 0.30527], [1.59114, 4.98200, -0.77470], [0.02227, 5.44962, -1.44022], [0.29215, 2.87781, -1.97657], [-0.35662, 3.35774, -2.70965], [1.33446, 3.05395, -2.26508], [0.12224, 1.80094, -2.01313], [-0.15585, 3.90289, 2.75320], [-0.93985, 3.13351, 2.79416], [-0.03138, 4.30321, 3.76788], [-0.49123, 4.72089, 2.11670], [1.68102, 2.33224, 3.38536], [0.91985, 1.58089, 3.63207], [2.60303, 1.83225, 3.10088], [1.87414, 2.91165, 4.29808], [2.26653, 4.39258, 2.14304], [2.02030, 5.15126, 1.39859], [2.37125, 4.91023, 3.11096], [3.23446, 3.95804, 1.89570], [1.29427, -3.76756, 2.30552], [2.08157, -4.37419, 2.77154], [1.24331, -2.81769, 2.84376], [0.34452, -4.29602, 2.42759], [3.01003, -2.82779, 0.67549], [3.38915, -2.89271, -0.34908], [2.96499, -1.76883, 0.95323], [3.72847, -3.30996, 1.34458], [1.82930, -4.91971, 0.10810], [2.80002, -5.34122, 0.42601], [1.06938, -5.65648, 0.38801], [1.85721, -4.83172, -0.97828], [-1.90660, -3.24960, -1.56572], [-1.28594, -3.75809, -2.31242], [-2.91603, -3.68857, -1.62078], [-1.99384, -2.19723, -1.84747], [-2.34524, -2.75558, 0.85799], [-2.52002, -1.69444, 0.62109], [-3.30816, -3.27844, 0.81683], [-1.97163, -2.80731, 1.88971], [-1.30611, -4.91718, 0.14869], [-0.72451, -5.46241, -0.60256], [-0.92765, -5.15233, 1.14527], [-2.33864, -5.31029, 0.09698], [0.15457, -0.03642, 0.70727], [1.53545, -0.39532, 2.14989], [2.26896, -0.66104, 3.06785], [-1.22531, 0.16382, -0.90683], [-2.04423, 0.31318, -1.72401], [-3.04786, 0.48329, -2.71600], [-2.57124, 1.50626, -3.75132], [-3.28413, -0.86565, -3.39915], [-4.33324, 0.98625, -2.04926], [-2.39524, 2.49775, -3.29582], [-1.63238, 1.19022, -4.23747], [-3.33190, 1.62779, -4.53188], [-3.64375, -1.62641, -2.68961], [-4.03650, -0.77292, -4.18336], [-2.35727, -1.24860, -3.86517], [-5.11369, 1.13458, -2.80338], [-4.71542, 0.27160, -1.30130], [-4.17083, 1.95004, -1.53666], [-2.12136, -0.06173, 4.83672], [-1.79776, 0.02337, 3.44827], [-1.42648, 0.01437, 2.35777], [-3.00440, 0.55264, 5.06555], [-1.27069, 0.29436, 5.42622], [-2.31472, -1.11073, 5.10316]],
  "total_charge": 3,
  "relative_energy_ev": 4.6181,
  "gap_ev": [4.365, 4.408],
  "largest_force_ev_per_a": 15.2
}

4.
{
  "formula": "C2H8S4",
  "method": "ωB97M-V/def2-TZVPD",
  "elements": ["C", "S", "S", "H", "H", "H", "H", "C", "S", "S", "H", "H", "H", "H"],
  "xyz": [[-2.25926, -0.97453, 0.47020], [-1.67782, -0.96968, -1.23283], [-2.10447, 0.99036, -1.76790], [-2.63044, -1.98111, 0.66866], [-1.45910, -0.64882, 1.12851], [-3.14074, -0.34050, 0.51464], [-0.84026, 1.45788, -1.80707], [1.94258, -1.41664, 1.47201], [1.59430, 0.28830, 1.81822], [2.38637, 1.04242, 0.04640], [1.22796, -1.90172, 0.80771], [2.95827, -1.51835, 1.09595], [1.92362, -2.06383, 2.35676], [1.28348, 1.28361, -0.68213]],
  "relative_energy_ev": 0.2373,
  "gap_ev": 9.323,
  "largest_force_ev_per_a": 1.6
}

5.
{
  "formula": "C36H32ClGaOP2",
  "method": "ωB97M-V/def2-TZVPD",
  "elements": ["Ga", "Cl", "P", "C", "C", "C", "C", "C", "C", "C", "C", "C", "C", "C", "C", "C", "C", "C", "C", "C", "C", "H", "H", "H", "H", "H", "H", "H", "H", "H", "H", "H", "H", "H", "H", "H", "H", "H", "O", "P", "C", "C", "C", "C", "C", "C", "C", "C", "C", "C", "C", "C", "C", "C", "C", "C", "C", "C", "H", "H", "H", "H", "H", "H", "H", "H", "H", "H", "H", "H", "H", "H", "H"],
  "xyz": [[0.05918, 0.35949, -0.32248], [2.40368, -0.12491, -0.23048], [0.06018, 0.34639, -2.61678], [-0.61822, 1.87359, -3.36378], [-1.78132, 1.87729, -4.14388], [-2.25942, 3.07269, -4.68268], [-1.57942, 4.26779, -4.45048], [-0.41842, 4.26749, -3.67348], [0.05968, 3.07969, -3.12538], [1.71488, 0.18029, -3.36658], [2.41418, -1.01221, -3.13628], [3.67188, -1.20691, -3.69958], [4.24838, -0.20561, -4.48418], [3.56288, 0.98919, -4.70448], [2.29768, 1.18329, -4.14908], [-0.91172, -0.97871, -3.42378], [-1.50842, -1.96461, -2.62538], [-2.29582, -2.95811, -3.20268], [-2.48352, -2.98831, -4.58608], [-1.88332, -2.01771, -5.38788], [-1.10402, -1.01431, -4.81088], [1.97248, -1.77261, -2.49728], [4.21008, -2.13191, -3.51308], [5.23548, -0.35261, -4.91358], [4.01458, 1.77449, -5.30418], [1.76708, 2.11639, -4.31428], [-2.31362, 0.94959, -4.32908], [-3.16432, 3.06719, -5.28418], [-1.95392, 5.19729, -4.87038], [0.11308, 5.19659, -3.48728], [0.95748, 3.07319, -2.51188], [-1.34332, -1.95101, -1.55208], [-2.75552, -3.71511, -2.57328], [-3.08902, -3.76961, -5.03688], [-2.01952, -2.03991, -6.46558], [-0.64002, -0.26011, -5.43868], [-1.01582, 1.46739, -0.37918], [-1.37492, -0.21401, -0.36548], [0.36708, 0.32759, 1.48342], [-0.01682, -0.14791, 2.92462], [-1.55132, -1.17121, 3.15162], [-2.45872, -1.49271, 2.13452], [-3.59862, -2.25521, 2.41212], [-3.84102, -2.70911, 3.70962], [-2.94212, -2.40161, 4.73072], [-1.80542, -1.63791, 4.45292], [1.45738, -1.13371, 3.43022], [2.25098, -0.74961, 4.52342], [3.37068, -1.50721, 4.87962], [3.70488, -2.64911, 4.14822], [2.91648, -3.03861, 3.06112], [1.79388, -2.28401, 2.70472], [-0.08132, 1.42939, 3.88402], [-1.20372, 1.76379, 4.65632], [-1.22712, 2.96069, 5.38002], [-0.13382, 3.83039, 5.33382], [0.98408, 3.50589, 4.56082], [1.01028, 2.31089, 3.83672], [-2.31662, -1.16451, 1.13752], [-4.29642, -2.49161, 1.61922], [-4.72382, -3.29751, 3.92292], [-3.12602, -2.75161, 5.73832], [-1.12032, -1.40431, 5.25812], [2.01028, 0.12799, 5.10492], [3.98018, -1.20681, 5.72242], [4.57388, -3.23311, 4.42352], [3.17588, -3.92311, 2.49492], [1.19118, -2.59091, 1.85902], [-2.05902, 1.10569, 4.70412], [-2.09312, 3.21409, 5.97792], [-0.15312, 4.75559, 5.89552], [1.83018, 4.17979, 4.52342], [1.88218, 2.06849, 3.24212]],
  "total_charge": 2,
  "gap_ev": [3.744, 3.562],
  "largest_force_ev_per_a": 5.2
}

6.
{
  "formula": "C27H21I2N2O6SeTeV",
  "method": "ωB97M-V/def2-TZVPD",
  "elements": ["V", "O", "C", "C", "O", "O", "C", "C", "C", "C", "C", "C", "C", "C", "C", "C", "C", "C", "H", "H", "H", "H", "H", "H", "H", "H", "H", "H", "H", "O", "N", "O", "O", "I", "I", "Se", "C", "N", "Te", "C", "C", "C", "C", "C", "C", "C", "C", "C", "C", "C", "C", "H", "H", "H", "H", "H", "H", "H", "H", "H", "H"],
  "xyz": [[-0.30981, -0.56938, -1.20806], [0.54742, 2.00548, 1.20004], [-0.60619, 1.89506, 2.02557], [-1.61443, 1.00078, 1.25701], [-2.80344, 1.06654, 1.52538], [-1.08909, 0.22736, 0.38391], [-0.29765, 1.17073, 3.33434], [0.95904, 0.63616, 3.57412], [1.22301, -0.02259, 4.76967], [0.23118, -0.15604, 5.72554], [-1.03192, 0.37039, 5.48241], [-1.29554, 1.03016, 4.29590], [-1.14575, 3.30384, 2.27323], [-0.59240, 4.05914, 3.30495], [-0.94150, 5.38990, 3.48395], [-1.85763, 5.98706, 2.63087], [-2.41624, 5.24237, 1.60218], [-2.06343, 3.91274, 1.42375], [1.19356, 2.56647, 1.64487], [1.73321, 0.71330, 2.82160], [2.20628, -0.44335, 4.93963], [0.43284, -0.68102, 6.65104], [-1.81905, 0.25300, 6.21686], [-2.28370, 1.42342, 4.09206], [0.11232, 3.59471, 3.98507], [-0.50057, 5.95720, 4.29433], [-2.13753, 7.02412, 2.76901], [-3.13584, 5.69653, 0.93210], [-2.52256, 3.34237, 0.62890], [1.01683, -2.80599, -3.01866], [0.34647, -1.80303, -2.86365], [0.83495, -0.60332, -2.90405], [-0.93314, -1.82902, -2.66028], [2.29370, -0.91496, 0.26010], [4.12926, 1.24765, 0.28817], [0.16875, -2.78306, 0.14867], [-0.48907, -2.39870, 1.83017], [-0.89246, -2.21963, 2.89530], [-0.62460, 2.31860, -1.91681], [0.38997, 2.79199, -3.70083], [-0.17768, 3.68207, -4.60904], [0.49844, 4.01293, -5.77421], [1.75099, 3.46899, -6.02620], [2.32460, 2.59592, -5.11417], [1.64727, 2.25239, -3.95073], [-2.15280, 1.14382, -2.81203], [-2.11663, 0.80591, -4.16224], [-3.06412, -0.06160, -4.67866], [-4.04335, -0.60643, -3.85748], [-4.08051, -0.26474, -2.51620], [-3.14304, 0.61525, -1.98598], [-1.15168, 4.11130, -4.40758], [0.04989, 4.69943, -6.48142], [2.28104, 3.72977, -6.93382], [3.30248, 2.17280, -5.30518], [2.09323, 1.56214, -3.24826], [-1.33830, 1.19494, -4.80523], [-3.02206, -0.33158, -5.72670], [-4.76710, -1.30213, -4.26225], [-4.83337, -0.68648, -1.86260], [-3.18928, 0.85801, -0.93007]],
  "total_charge": -1,
  "relative_energy_ev": 0.0000,
  "gap_ev": [6.664, 5.918],
  "largest_force_ev_per_a": 0.9,
  "s2": 0.78,
  "spin_multiplicity": 2
}